Entry 1:
The following is a DFT calculation (the ωB97M-V functional and the def2-TZVPD basis) of a 7-piece molecular cluster, C37H62Cl2IN2O24 overall at a distorted geometry.

Positions of all 128 atoms, in Å:
H: -1.291 -4.191 -4.389
C: 3.171 2.371 -5.681
H: -8.875 4.596 4.263
O: -6.568 2.000 2.545
C: 8.009 0.768 3.939
O: 1.569 0.670 11.214
C: -3.694 -0.300 -7.502
C: 4.304 -0.232 1.941
H: 0.447 -0.387 12.613
C: -6.952 3.129 3.194
C: -5.493 -0.091 -3.124
C: 2.428 1.876 -7.842
C: 1.049 0.523 12.534
H: 5.676 -2.855 1.983
H: -6.155 -0.504 -3.890
C: 7.345 -1.744 -0.672
H: -3.018 -3.837 -4.194
C: 1.190 0.877 5.752
H: -0.854 -0.631 -1.602
C: 3.056 -0.979 2.767
I: 3.736 -1.871 -2.578
O: -4.121 1.447 -1.412
O: 2.758 2.919 -4.510
O: -7.261 0.856 -8.400
H: -1.775 -2.645 -3.664
O: 2.810 -0.070 9.560
H: 3.960 -0.737 8.002
C: -9.113 0.820 -10.336
H: 1.597 0.534 6.820
H: -4.460 -0.324 -3.400
O: 2.136 2.422 -6.557
H: 4.613 3.533 -3.794
H: 0.405 1.382 12.741
H: 6.576 -4.484 1.694
H: -7.482 0.857 -5.726
H: 0.473 -1.837 3.598
O: -2.809 -1.369 -7.173
C: -4.931 1.966 -2.164
H: 1.861 0.517 13.270
C: -2.924 -1.817 -5.897
C: 6.299 -3.444 1.176
H: 5.657 1.676 1.862
O: -5.696 1.320 -3.080
H: -1.519 -1.617 -0.138
C: 3.690 -1.050 9.014
O: 1.299 -3.801 3.468
H: -6.013 2.868 0.736
H: 2.107 -1.315 4.932
O: 0.233 -2.833 -2.474
H: 1.514 -5.432 -0.144
Cl: 8.833 -1.886 -1.829
H: -5.371 1.246 1.064
H: -4.683 2.633 1.929
C: 2.393 -0.335 10.823
O: 1.763 -4.701 2.639
H: -8.228 2.336 -5.090
H: 3.091 -4.409 -0.278
H: -3.415 4.034 -1.518
N: 2.087 -1.908 2.006
H: 2.004 -4.616 -1.804
H: -9.077 3.484 5.630
H: -6.927 2.477 -6.288
C: -8.358 3.877 4.906
C: 3.446 -1.542 -0.412
H: -0.030 -2.741 2.031
H: 5.073 1.188 3.681
C: -0.522 -1.244 -0.632
H: -4.706 3.809 -0.282
C: 1.956 -4.445 -0.650
O: -8.782 1.862 -7.004
H: -8.303 1.378 -10.818
O: -7.862 2.781 4.139
H: -7.545 4.362 5.456
C: -8.370 1.315 -8.175
H: 3.312 3.392 -2.596
H: 9.106 0.363 4.046
H: 6.463 -2.274 -1.230
N: 1.310 -3.172 -0.187
H: -3.516 -0.023 -8.545
H: 2.149 1.489 3.740
H: -4.802 5.137 -1.454
C: 4.518 -0.539 0.315
C: 2.491 0.917 4.702
O: -9.404 1.366 -9.051
H: 0.665 1.917 5.866
H: 1.965 -5.520 3.211
C: -2.042 -3.396 -4.415
H: 4.607 -1.120 9.609
H: 1.531 1.969 -8.461
O: -6.549 4.259 2.967
H: -10.009 0.913 -10.955
H: 8.198 1.908 3.766
O: -3.695 -1.387 -5.053
C: 5.744 0.104 -0.591
O: 8.181 0.578 2.314
H: 2.682 0.815 -7.762
Cl: 4.526 -1.125 5.322
C: 6.891 -0.073 2.911
O: -2.033 -2.824 -5.722
C: 5.373 0.814 2.613
C: -7.789 1.877 -5.980
H: 0.099 -0.494 0.018
O: 4.280 1.913 -5.907
H: -8.858 -0.242 -10.256
C: 2.946 -0.663 4.388
H: -3.493 0.574 -6.874
H: -4.737 -0.618 -7.404
O: 2.704 -1.308 11.492
C: -5.606 2.215 1.514
C: 7.660 -2.659 0.671
H: 6.820 -1.320 3.027
H: 3.237 2.434 -8.324
H: 3.341 1.487 5.315
C: 0.904 -2.562 2.753
C: 2.254 -2.218 0.502
H: 8.228 -2.082 1.517
O: -5.224 3.289 -2.230
O: 5.469 1.001 -1.574
H: 0.417 0.021 5.443
O: 7.142 -0.314 -0.397
H: 5.543 -3.635 0.273
C: -4.488 4.099 -1.315
H: -5.751 -0.548 -2.163
C: 3.751 2.933 -3.487
H: 4.058 1.914 -3.232
H: 3.193 -2.024 8.952
C: 0.401 -2.524 -1.188
H: 8.409 -3.517 0.312

Summary:
DFT total energy, eV: -124610.573
HOMO energy, eV: -12.036
Total charge: +1

---

Entry 2:
The following is a DFT calculation (the ωB97M-V functional and the def2-TZVPD basis) of an isolated ion of composition C37H62N18O5 and charge +2 at a distorted geometry.

Positions of all 122 atoms, in Å:
N: 3.232 0.984 -4.744
C: 0.195 -1.645 -0.302
H: 1.768 -0.643 -6.937
O: 2.290 1.152 -2.700
H: -3.323 1.087 -2.153
H: 4.274 0.194 -3.147
C: 2.912 -0.769 -0.087
C: -3.723 -2.216 2.016
O: -6.772 -0.496 -1.814
H: 4.127 1.191 -6.578
N: 4.598 1.169 9.752
C: -3.465 -1.695 0.683
H: -6.039 2.076 -1.361
N: -1.208 1.278 -3.656
H: -7.094 -0.401 0.157
H: 4.732 -2.034 3.492
C: 2.054 -0.225 2.221
H: -4.221 -3.007 4.058
H: 3.009 -2.387 3.581
C: -4.009 -2.635 3.099
H: 4.696 -0.376 11.741
N: -4.353 0.950 -1.851
C: 2.528 -2.125 -0.699
H: 0.554 1.155 -5.316
C: 4.568 2.027 8.582
H: -1.592 -1.493 -5.890
C: 1.872 -1.538 -4.623
H: -2.909 4.361 0.249
C: 3.463 -0.427 2.824
C: 1.013 -1.844 -2.574
H: -5.295 -2.435 -3.126
H: -7.770 -2.029 -2.803
H: 3.216 -2.387 -1.502
O: -5.036 -0.590 -4.033
H: 2.536 -2.905 0.070
H: -7.590 -0.470 -3.648
H: 3.471 -0.898 -7.386
H: 5.089 1.518 7.770
H: -4.430 0.308 -1.043
N: -0.244 -1.692 -3.004
H: 4.694 1.614 10.651
H: -2.701 -0.912 0.739
H: -3.495 0.163 -5.050
H: -2.001 1.796 0.167
H: 2.109 3.198 6.439
H: -3.100 -2.736 -4.152
N: -1.886 1.470 -2.580
H: -4.873 2.900 -2.406
N: -0.079 1.945 -3.552
H: 3.988 -1.771 8.612
H: -6.164 -2.211 -4.666
C: 0.937 1.838 -4.554
H: 2.484 1.526 8.313
H: 5.283 0.684 -4.530
N: 4.109 -0.772 8.597
C: 3.295 1.588 5.774
C: 2.800 -0.552 -6.598
H: 1.150 2.821 -4.987
H: 2.926 2.206 3.652
H: -0.750 -1.563 -0.837
H: 0.116 -2.399 0.488
C: -2.811 -1.676 -4.171
C: 4.371 -0.145 9.724
N: 3.642 0.362 6.221
H: 3.838 3.524 6.450
H: 4.343 -1.976 -4.022
H: -3.102 -2.510 0.037
H: -4.211 -1.298 -5.786
C: -1.209 2.278 -1.738
H: 5.010 -1.408 -5.571
H: -5.919 -2.523 0.764
C: 3.139 2.382 8.147
H: 2.896 -0.017 -0.884
H: 0.625 0.465 -0.481
H: 5.124 2.934 8.825
C: -4.357 2.905 -0.308
H: 3.910 -0.815 0.342
C: 4.348 0.203 -4.233
C: -5.848 -1.714 -3.740
O: -4.604 -1.076 0.096
N: 0.667 -1.377 -5.165
H: 4.307 -1.820 10.899
H: 3.833 -2.400 2.015
N: -1.576 -1.501 -4.883
C: -0.355 -1.541 -4.323
C: -0.022 2.596 -2.369
H: 4.215 0.078 2.205
N: 2.096 -1.843 -3.348
H: -0.967 3.220 0.114
C: 3.145 0.911 -6.188
N: 1.198 -2.056 -1.250
H: 2.415 1.618 -6.576
H: 3.943 -0.292 7.665
C: -6.908 -1.180 -0.588
C: -3.903 -0.829 -4.842
H: -4.840 0.482 -2.640
C: 4.245 -1.235 -4.812
H: -4.278 2.169 0.494
N: 4.424 -0.822 10.882
C: -1.756 2.687 -0.416
C: 3.084 2.763 6.668
N: 3.474 0.202 4.123
C: -5.673 -1.975 -0.153
C: 3.780 -1.911 2.982
N: 1.917 -0.394 0.896
H: -3.003 4.108 -1.482
H: -7.767 -1.859 -0.612
C: -3.002 3.594 -0.520
H: -0.101 0.007 1.094
H: -2.638 -1.339 -3.146
C: 0.593 -0.293 0.308
O: 1.124 0.086 2.943
N: 2.955 -1.401 -5.441
C: -4.976 2.246 -1.538
N: 3.740 -0.455 5.229
H: 2.765 3.212 8.747
C: 2.218 1.267 -3.912
H: 0.809 3.200 -2.077
C: 3.185 1.490 4.401
H: -5.059 3.669 0.027
C: -7.088 -1.196 -3.001
H: -5.375 -2.701 -0.922

Summary:
DFT total energy, eV: -76422.980
HOMO energy, eV: -12.132
Total charge: +2

---

The highest HOMO energy belongs to which entry?
C37H62Cl2IN2O24